No. 1
Below is C4H5LiO3Sr as an isolated structure at a distorted geometry, with properties calculated with ωB97M-V with the def2-TZVPD basis set.

The geometry in ORCA input format:
```
! wB97M-V def2-TZVPD RIJCOSX def2/J DEFGRID3
* xyz 1 2
Sr -1.7269 -0.5459 -1.6175
O -0.0009 1.1615 -0.5696
C 0.2103 2.5692 -0.7850
H -0.2144 3.1508 0.0391
H 1.2896 2.7312 -0.8669
H -0.3066 2.7900 -1.7213
C 0.7622 -2.4400 1.2141
C 0.6371 -1.1783 0.7908
O -0.6489 -0.7308 0.4891
C 0.3584 0.6250 0.5884
O 0.9545 1.1913 1.4823
Li 1.4459 -0.1739 2.8142
H 1.6241 -2.6744 1.8420
H 0.0351 -3.1499 0.8056
*
```

## Properties
LUMO energy (spin up / spin down) ... -3.51 / -3.53 eV
Max |F| ... 4.37 eV Å⁻¹
Relative energy (zero: lowest compared OMol25 entry of this formula, charge and spin) ... 2.0277 eV
Calculated total energy ... -419.0178 hartree
Gap between HOMO and LUMO (spin up / spin down) ... 4.921 / 8.489 eV
Expectation value of S² ... 0.750
HOMO energy (spin up / spin down) ... -8.427 / -12.016 eV



No. 2
Below is a 21-piece molecular cluster, C31H16Cl81F3N3O overall at a distorted geometry, with properties calculated with ωB97M-V with the def2-TZVPD basis set.

The geometry in ORCA input format:
```
! wB97M-V def2-TZVPD RIJCOSX def2/J DEFGRID3
* xyz 1 1
C -5.9394 0.7336 2.2642
C -5.2870 1.0199 0.8983
Cl -6.4955 0.6598 -0.4030
C -4.9085 2.5046 0.7357
C -3.6968 2.6511 -0.1452
C -3.3880 1.6975 -1.0627
N -2.3398 1.8512 -1.7880
C -2.0628 0.7905 -2.8157
N -2.5299 1.2551 -4.1053
N -1.4862 2.8222 -1.7399
C -1.7594 3.7323 -0.8983
C -0.7977 4.9209 -0.8332
F -1.3201 5.9773 -1.4168
F 0.3280 4.6507 -1.5070
F -0.4122 5.1675 0.3988
C -2.8636 3.7362 -0.0537
C -3.1435 4.8565 0.8851
C -4.0900 5.8870 0.2014
O -5.4335 5.4303 0.2159
H -6.9034 0.2608 2.1077
H -5.3267 0.0286 2.8191
H -6.0591 1.6259 2.8737
H -4.4140 0.3782 0.8209
H -4.6490 2.8448 1.7373
H -5.7432 3.0973 0.3831
H -4.0486 0.8504 -1.1503
H -2.6374 -0.0947 -2.5630
H -1.0008 0.5987 -2.8788
H -3.3572 1.8365 -4.0145
H -1.8191 1.8655 -4.4942
H -3.6800 4.4237 1.7276
H -2.2616 5.3297 1.3014
H -3.7984 5.9157 -0.8519
H -4.0019 6.8596 0.6598
H -5.5760 4.9663 -0.6166
C -5.3877 -3.1589 3.8012
Cl -5.0335 -4.8396 4.1837
Cl -5.5300 -2.9664 2.0447
Cl -6.9015 -2.6766 4.5690
Cl -4.0722 -2.1317 4.4006
C 3.0355 0.6859 -6.0975
Cl 2.2047 2.2183 -5.7340
Cl 4.7119 0.8012 -5.5695
Cl 2.2517 -0.6531 -5.2438
Cl 2.9788 0.3847 -7.8310
C -5.8165 6.6897 -3.6486
Cl -5.4344 5.0046 -3.1982
Cl -5.9061 6.8150 -5.4009
Cl -7.3614 7.1447 -2.9387
Cl -4.5427 7.7544 -3.0406
C 4.0354 3.4563 -1.1890
Cl 2.7469 3.8600 -0.0357
Cl 5.1534 4.8172 -1.2746
Cl 4.8886 2.0171 -0.6283
Cl 3.4144 3.1135 -2.8081
C 7.1010 -1.5448 -1.4158
Cl 8.6881 -1.8437 -2.1268
Cl 6.5024 -3.0223 -0.6566
Cl 7.2301 -0.2622 -0.2042
Cl 5.9708 -1.0395 -2.6835
C -3.8535 -7.9918 6.9824
Cl -3.4901 -9.6685 7.3884
Cl -4.0013 -7.8263 5.2256
Cl -5.3717 -7.5096 7.7476
Cl -2.5455 -6.9571 7.5595
C -6.6972 8.5590 1.7346
Cl -6.2394 10.0125 2.6227
Cl -8.4429 8.5434 1.4840
Cl -5.8852 8.5434 0.1604
Cl -6.2175 7.1299 2.6702
C 3.1989 -4.8337 -6.7190
Cl 3.7974 -4.6255 -8.3636
Cl 2.7550 -3.2487 -6.0564
Cl 1.7788 -5.8862 -6.7338
Cl 4.4606 -5.5596 -5.7163
C -5.6511 1.8358 6.6556
Cl -7.3908 2.1206 6.5322
Cl -5.1885 0.5489 5.5345
Cl -4.7796 3.3197 6.2381
Cl -5.2452 1.3617 8.3045
C 1.4225 -7.1922 8.0470
Cl 1.1265 -5.4887 8.4204
Cl 3.1559 -7.5196 8.1177
Cl 0.5816 -8.2070 9.2246
Cl 0.8188 -7.5493 6.4254
C 8.9069 2.6890 1.8544
Cl 8.9495 4.1062 2.9047
Cl 7.2811 2.5190 1.1721
Cl 10.0764 2.8772 0.5466
Cl 9.3049 1.2444 2.7939
C -2.2011 -13.2971 9.2655
Cl -3.9441 -13.0202 9.1605
Cl -1.7394 -14.5807 8.1441
Cl -1.3458 -11.8084 8.8411
Cl -1.7770 -13.7706 10.9126
C -1.0489 0.9682 7.4174
Cl 0.6027 0.5453 7.8731
Cl -1.7614 -0.3650 6.4980
Cl -2.0076 1.2588 8.8702
Cl -1.0279 2.4294 6.4192
C 3.9407 -6.4046 0.0843
Cl 3.3399 -4.7999 0.5252
Cl 5.6270 -6.5628 0.5883
Cl 2.9673 -7.6379 0.8906
Cl 3.8257 -6.6130 -1.6668
C 14.1222 1.9004 -0.6982
Cl 12.8584 1.3219 0.3928
Cl 15.7086 1.5287 -0.0173
Cl 13.9529 1.1065 -2.2681
Cl 13.9622 3.6492 -0.9021
C 7.8575 5.8846 6.6978
Cl 9.3703 6.7794 6.5202
Cl 8.0743 4.2352 6.1037
Cl 7.3915 5.8452 8.4020
Cl 6.5875 6.6774 5.7576
C -1.7177 -8.0659 -7.0810
Cl -1.1238 -7.8582 -8.7317
Cl -2.1546 -6.4865 -6.4114
Cl -3.1377 -9.1137 -7.0940
Cl -0.4552 -8.7965 -6.0846
C 1.7047 -4.1301 -11.6098
Cl 1.7257 -2.5084 -10.9006
Cl 0.8819 -4.0790 -13.1708
Cl 3.3653 -4.6945 -11.8376
Cl 0.8483 -5.2334 -10.5256
C -1.0867 -4.2697 -16.7576
Cl -0.3902 -5.8407 -16.3477
Cl -0.8509 -3.9491 -18.4772
Cl -2.8141 -4.2755 -16.3885
Cl -0.2866 -3.0087 -15.8074
C 2.7035 7.9888 5.3394
Cl 3.3671 6.8611 4.1473
Cl 2.3746 9.5399 4.5606
Cl 1.2009 7.3298 5.9985
Cl 3.8691 8.2182 6.6442
*
```

## Properties
LUMO energy ... -4.35 eV
Max |F| ... 3.47 eV Å⁻¹
Calculated total energy ... -39004.9774 hartree
Gap between HOMO and LUMO ... 7.696 eV
HOMO energy ... -12.049 eV